(1)
ORCA calculation (ωB97M-V/def2-TZVPD) on a gas-phase ion, C3H8NO (charge +1).

Last column: Löwdin charge in e.
Positions of all 13 atoms, in Å:
C 0.804 0.201 0.162  -0.16
C -0.799 -0.343 -0.249  -0.15
C 1.406 -0.327 1.452  -0.02
N -1.508 0.427 -1.298  0.22
O 0.443 -0.891 -0.666  -0.03
H 1.101 1.153 -0.365  0.15
H -1.321 -0.815 0.497  0.13
H 1.600 0.493 2.265  0.14
H 2.376 -0.703 1.242  0.08
H 0.754 -1.000 1.840  0.04
H -1.735 -0.238 -2.025  0.16
H -0.760 1.079 -1.821  0.24
H -2.360 0.964 -1.033  0.20

Properties
Total charge   +1
Electronic energy   -248.74580 Eh
Max |F|   0.134 hartree/bohr
Structure (SMILES)   C[C@H]1O[C@@H]1[NH3+]
Frontier orbital gap   10.665 eV
ΔE to the lowest compared entry with this formula, charge and spin   236.54 kJ/mol



(2)
ORCA calculation (ωB97M-V/def2-TZVPD) on 2 unconnected molecules or ions with the total composition C3H8NO.

Last column: Löwdin charge in e.
Positions of all 13 atoms, in Å:
C -1.819 -2.251 0.451  0.13
N -1.711 -1.139 -0.152  0.17
H -2.575 -2.994 0.215  0.12
H -1.027 -2.563 1.124  0.12
H -0.915 -0.474 0.246  0.08
H -2.343 -0.913 -0.912  0.15
O 0.027 0.586 0.547  0.02
C 1.179 0.748 0.177  -0.22
C 1.752 2.033 -0.268  -0.02
H 1.828 -0.123 -0.020  0.14
H 1.321 2.088 -1.282  0.12
H 1.450 2.941 0.251  0.10
H 2.833 2.061 -0.376  0.09

Properties
Total charge   +1
Electronic energy   -248.81270 Eh
Max |F|   0.025 hartree/bohr
Frontier orbital gap   10.231 eV
ΔE to the lowest compared entry with this formula, charge and spin   60.91 kJ/mol



(3)
ORCA calculation (ωB97M-V/def2-TZVPD) on 2 unconnected molecules or ions with the total composition C3H8NO.

Last column: Löwdin charge in e.
Positions of all 13 atoms, in Å:
C -2.160 -0.211 0.615  0.15
N -2.720 -0.921 -0.280  0.21
H -2.696 0.671 0.943  0.14
H -1.247 -0.517 1.103  0.11
H -2.313 -1.751 -0.684  0.16
H -3.614 -0.643 -0.640  0.15
O 0.314 0.492 -0.070  -0.03
C 1.405 0.344 -0.594  -0.26
C 2.670 0.570 0.186  -0.03
H 1.439 0.153 -1.675  0.13
H 3.352 -0.215 -0.159  0.09
H 3.136 1.534 0.012  0.09
H 2.432 0.495 1.243  0.09

Properties
Total charge   +1
Electronic energy   -248.80928 Eh
Max |F|   0.033 hartree/bohr
Frontier orbital gap   8.728 eV
ΔE to the lowest compared entry with this formula, charge and spin   69.89 kJ/mol